[1]
C5H11N3 as an isolated structure, computed with the ωB97M-V functional and the def2-TZVPD basis.

```
19
C5H11N3 | the Open Molecules 2025 dataset | the ωB97M-V functional and the def2-TZVPD basis
C 4.3263 -0.2683 0.3955
C 2.8896 0.6033 0.0492
C 0.6545 0.2410 -0.2811
C -0.6233 -0.5001 -0.1529
C -1.7914 0.2975 -0.1007
H 5.3963 0.0163 0.1890
H 4.2939 -0.5748 1.6263
H 4.5784 -1.1596 -0.3908
H 2.3600 1.1874 1.1996
H 3.1551 1.5627 -0.7832
H 0.9986 1.6502 -0.7092
H -0.6182 -1.8006 -0.0944
H -1.8444 1.4606 -0.0551
H -3.1828 -1.3939 -0.3314
H -4.4326 0.8955 -0.5454
H -4.5297 0.7193 1.1624
N 1.8690 -0.4075 -0.4673
N -3.1053 -0.4151 0.1410
N -4.3222 0.1363 0.2222
```

Molar mass = 113.16 g mol⁻¹
Total charge = 0
Highest occupied orbital energy = -8.0 eV
HOMO-LUMO gap = 8.00 eV
DFT total energy = -361.02904 hartree
Energy above the lowest of the compared OMol25 structures with the same formula, charge and spin = 226.1 kcal per mole

Mulliken population analysis, charges in e, atoms 1 to 8:
1. C -0.89
2. C -0.29
3. C -0.07
4. C -0.24
5. C -0.06
6. H 0.34
7. H 0.18
8. H 0.25

=====

[2]
An isolated ion of composition C7H11N2O and charge -1, computed with the ωB97M-V functional and the def2-TZVPD basis.

```
21
C7H11N2O | the Open Molecules 2025 dataset | the ωB97M-V functional and the def2-TZVPD basis
C 3.8883 0.2757 0.0416
C 1.3807 -0.5692 0.1560
C 0.3058 0.5764 0.1093
C 2.7719 -0.2323 0.6600
C -1.0256 -0.0735 0.0038
C -1.4531 -0.0502 -1.5039
C -2.0458 0.7228 0.7632
N 4.8581 0.7495 -0.4489
N -1.0400 -1.4911 0.6211
O -1.8463 -2.1813 -0.0847
H 0.9819 -1.3305 0.7970
H 1.4210 -1.0610 -0.8378
H 0.3692 0.8864 1.1277
H 0.4079 1.2720 -0.6558
H 2.8032 -0.0697 1.7652
H -1.0574 -0.7624 -2.2874
H -1.1568 0.8468 -1.9005
H -2.5524 -0.1695 -1.4554
H -1.8096 0.6496 1.8453
H -3.1166 0.1836 0.7671
H -2.0846 1.8279 0.5171
```

Molar mass = 139.18 g mol⁻¹
Total charge = -1
Highest occupied orbital energy (alpha / beta) = -1.9 / -1.9 eV
HOMO-LUMO gap (alpha / beta) = 4.48 / 4.49 eV
DFT total energy = -457.93783 hartree
Energy above the lowest of the compared OMol25 structures with the same formula, charge and spin = 25.9 kcal per mole

Mulliken population analysis, charges in e, atoms 1 to 8:
1. C 0.46
2. C -0.72
3. C -0.89
4. C -1.04
5. C 1.58
6. C -1.51
7. C -1.58
8. N -0.72

=====

[3]
A 2-piece molecular cluster, C6H7I overall, computed with the ωB97M-V functional and the def2-TZVPD basis.

```
14
C6H7I | the Open Molecules 2025 dataset | the ωB97M-V functional and the def2-TZVPD basis
C -0.5383 -0.8158 -1.4916
C -0.2377 -2.5764 0.3100
C -0.1854 -1.5676 -0.4755
C 0.6335 1.6252 0.9214
C 1.4691 0.7628 0.6768
C -0.5494 2.3494 0.6061
I 3.2136 -0.3618 0.2111
H -1.5406 -0.5096 -1.5915
H 0.2417 -0.4995 -2.1114
H -0.4177 -3.5773 -0.2113
H 0.1525 -2.6174 1.3217
H -0.7871 2.1884 -0.3753
H -0.2030 3.4133 0.8439
H -1.2512 2.1863 1.3656
```

Molar mass = 206.03 g mol⁻¹
Total charge = 0
Highest occupied orbital energy = -9.0 eV
HOMO-LUMO gap = 9.14 eV
DFT total energy = -530.32365 hartree
Energy above the lowest of the compared OMol25 structures with the same formula, charge and spin = 89.3 kcal per mole

Mulliken population analysis, charges in e, atoms 1 to 8:
1. C -0.75
2. C -0.55
3. C 0.25
4. C 0.69
5. C -0.81
6. C -1.01
7. I 0.20
8. H 0.30

=====

Q: Which formula does entry 2 have?
A: C7H11N2O

=====

Q: Which of these has the lowest DFT total energy?
A: C6H7I

=====

What did the second record say?
An isolated ion of composition C7H11N2O and charge -1, computed with the ωB97M-V functional and the def2-TZVPD basis.

```
21
C7H11N2O | the Open Molecules 2025 dataset | the ωB97M-V functional and the def2-TZVPD basis
C 3.8883 0.2757 0.0416
C 1.3807 -0.5692 0.1560
C 0.3058 0.5764 0.1093
C 2.7719 -0.2323 0.6600
C -1.0256 -0.0735 0.0038
C -1.4531 -0.0502 -1.5039
C -2.0458 0.7228 0.7632
N 4.8581 0.7495 -0.4489
N -1.0400 -1.4911 0.6211
O -1.8463 -2.1813 -0.0847
H 0.9819 -1.3305 0.7970
H 1.4210 -1.0610 -0.8378
H 0.3692 0.8864 1.1277
H 0.4079 1.2720 -0.6558
H 2.8032 -0.0697 1.7652
H -1.0574 -0.7624 -2.2874
H -1.1568 0.8468 -1.9005
H -2.5524 -0.1695 -1.4554
H -1.8096 0.6496 1.8453
H -3.1166 0.1836 0.7671
H -2.0846 1.8279 0.5171
```

Molar mass = 139.18 g mol⁻¹
Total charge = -1
Highest occupied orbital energy (alpha / beta) = -1.9 / -1.9 eV
HOMO-LUMO gap (alpha / beta) = 4.48 / 4.49 eV
DFT total energy = -457.93783 hartree
Energy above the lowest of the compared OMol25 structures with the same formula, charge and spin = 25.9 kcal per mole

Mulliken population analysis, charges in e, atoms 1 to 8:
1. C 0.46
2. C -0.72
3. C -0.89
4. C -1.04
5. C 1.58
6. C -1.51
7. C -1.58
8. N -0.72